Here is a 18-piece molecular cluster, C36H80BrFN18O38S overall at a distorted geometry from the OMol25 dataset. Energies are from wB97M-V/def2-TZVPD.

Computed properties:
HOMO ... -9.380 eV
Gap between HOMO and LUMO ... 0.32356 Eh
LUMO energy ... -0.58 eV

Structure (ORCA input):
```
! RIJCOSX wB97M-V def2-TZVPD def2/J DEFGRID3
* xyz 0 1
C 0.459 -1.596 -5.181
C -0.183 -1.708 -3.739
C 0.903 -1.733 -2.570
C 0.664 -0.690 -1.420
C -0.221 -1.095 -0.196
O -0.130 0.044 0.704
C -1.778 -1.142 -0.493
S -2.352 -2.756 -1.102
O -3.438 -3.331 -0.309
O -2.889 -2.537 -2.443
O -1.007 -3.672 -1.138
C -0.368 -3.739 0.192
C 0.566 -4.990 0.088
C 0.622 -5.795 1.456
C 1.900 -6.704 1.476
F -0.515 -6.659 1.433
C 0.295 -2.389 0.664
C 1.865 -2.311 0.567
C 2.723 -3.147 1.591
C 3.843 -4.034 0.864
Br 5.472 -2.873 0.775
C -0.217 -2.052 2.115
C -1.624 -2.233 2.514
C -1.962 -1.867 3.859
N -1.192 -1.385 4.851
C 0.101 -1.182 4.507
C 0.579 -1.495 3.181
H 0.101 -0.633 -5.639
H 1.571 -1.681 -5.141
H 0.078 -2.453 -5.797
H -0.977 -0.959 -3.525
H -0.668 -2.720 -3.695
H 1.861 -1.427 -3.078
H 1.105 -2.779 -2.216
H 1.671 -0.273 -1.145
H 0.144 0.182 -1.902
H 0.754 0.440 0.612
H -1.936 -0.406 -1.326
H -2.372 -0.742 0.369
H -1.207 -4.088 0.856
H 1.567 -4.807 -0.359
H 0.050 -5.701 -0.615
H 0.507 -5.133 2.343
H 2.649 -6.377 2.228
H 2.330 -6.679 0.438
H 1.584 -7.768 1.627
H 2.262 -2.591 -0.444
H 2.128 -1.236 0.755
H 2.126 -3.744 2.331
H 3.313 -2.427 2.238
H 4.157 -4.913 1.461
H 3.599 -4.251 -0.198
H -2.388 -2.623 1.808
H -3.039 -2.006 4.124
H 0.781 -0.770 5.284
H 1.655 -1.266 2.996
C -1.467 -5.348 -7.979
N -0.154 -4.791 -7.556
O 0.488 -5.421 -6.736
O 0.187 -3.739 -8.063
H -1.638 -6.279 -7.452
H -2.231 -4.618 -7.728
H -1.421 -5.516 -9.053
C -2.155 3.221 -0.579
N -0.693 3.112 -0.339
O -0.194 3.859 0.485
O -0.091 2.278 -0.986
H -2.557 4.000 0.064
H -2.299 3.473 -1.625
H -2.599 2.257 -0.340
C 0.623 6.253 2.717
N 0.236 7.572 3.277
O -0.117 7.605 4.439
O 0.301 8.530 2.525
H 0.518 5.501 3.492
H -0.043 6.043 1.882
H 1.652 6.327 2.390
C -3.486 7.051 5.838
N -3.150 5.602 5.840
O -2.622 5.146 4.843
O -3.431 4.976 6.842
H -3.181 7.477 4.887
H -4.561 7.139 5.973
H -2.946 7.516 6.659
C -5.881 -6.921 -9.100
N -4.570 -6.366 -8.674
O -3.933 -7.001 -7.853
O -4.230 -5.312 -9.182
H -6.053 -7.854 -8.572
H -6.644 -6.188 -8.849
H -5.833 -7.088 -10.174
C -3.984 5.607 -4.141
N -3.221 4.530 -3.456
O -2.052 4.391 -3.754
O -3.827 3.859 -2.638
H -3.321 6.116 -4.835
H -4.811 5.137 -4.669
H -4.343 6.292 -3.377
C 5.695 -3.249 4.901
N 4.220 -3.209 4.714
O 3.589 -4.206 5.015
O 3.746 -2.181 4.270
H 5.973 -4.220 5.300
H 6.150 -3.088 3.926
H 5.962 -2.456 5.597
C -0.731 11.196 3.898
N -2.199 11.257 3.672
O -2.852 10.277 3.964
O -2.644 12.292 3.207
H -0.482 10.224 4.312
H -0.246 11.341 2.936
H -0.473 11.991 4.595
C -1.004 -0.847 -8.936
N -1.286 0.540 -8.476
O -0.975 0.826 -7.334
O -1.808 1.290 -9.276
H -0.541 -1.398 -8.123
H -1.952 -1.300 -9.218
H -0.331 -0.778 -9.788
C 4.540 7.763 3.072
N 3.939 7.134 4.278
O 2.852 6.600 4.150
O 4.579 7.198 5.305
H 3.862 7.629 2.234
H 4.681 8.819 3.289
H 5.489 7.268 2.883
C 2.066 2.757 2.495
N 3.370 3.311 2.946
O 3.984 2.687 3.786
O 3.730 4.357 2.436
H 1.876 1.830 3.029
H 1.300 3.495 2.718
H 2.137 2.579 1.424
C 2.860 1.788 -8.901
N 2.100 1.756 -10.180
O 2.007 2.792 -10.803
O 1.624 0.684 -10.508
H 3.223 2.797 -8.737
H 2.179 1.488 -8.108
H 3.688 1.089 -8.995
C 1.685 -10.450 3.584
N 2.983 -9.887 4.044
O 3.562 -10.469 4.939
O 3.372 -8.877 3.486
H 1.466 -11.341 4.165
H 0.924 -9.689 3.741
H 1.789 -10.692 2.529
C -3.553 14.433 5.546
N -2.359 14.832 6.336
O -2.246 16.004 6.632
O -1.575 13.947 6.628
H -4.159 15.314 5.358
H -3.198 14.002 4.612
H -4.106 13.703 6.132
C -5.884 -0.781 2.559
N -5.260 0.498 2.122
O -4.051 0.592 2.214
O -6.008 1.358 1.704
H -5.102 -1.450 2.905
H -6.578 -0.548 3.363
H -6.401 -1.202 1.700
C 2.965 -5.967 -4.560
N 4.181 -5.561 -3.803
O 4.282 -4.387 -3.500
O 4.985 -6.433 -3.541
H 2.344 -5.091 -4.721
H 3.294 -6.385 -5.509
H 2.440 -6.709 -3.964
C 1.932 -6.164 6.293
N 0.957 -6.569 7.340
O 1.046 -6.034 8.427
O 0.136 -7.413 7.030
H 2.596 -5.414 6.704
H 2.488 -7.054 6.002
H 1.367 -5.761 5.456
*
```

Here is a 5-piece molecular cluster, C36H80ClN4 overall at a distorted geometry from the OMol25 dataset. Energies are from wB97M-V/def2-TZVPD.

Computed properties:
HOMO ... -15.073 eV
Gap between HOMO and LUMO ... 0.34337 Eh
ΔE to the lowest compared entry with this formula, charge and spin ... 125.1 kJ/mol
LUMO energy ... -5.73 eV

Structure (ORCA input):
```
! RIJCOSX wB97M-V def2-TZVPD def2/J DEFGRID3
* xyz 3 1
C 0.986 -3.280 0.469
C -0.285 -3.820 -0.227
C 0.012 -3.577 -1.675
N -1.081 -4.037 -2.578
C -2.453 -3.501 -2.040
C -3.579 -3.647 -3.050
C -3.198 -3.142 -4.451
C -1.927 -3.774 -4.997
C -0.795 -3.514 -3.980
C -1.187 -5.550 -2.685
H 1.870 -3.845 0.190
H 0.876 -3.360 1.544
H 1.178 -2.241 0.221
H -1.177 -3.360 0.187
H -0.353 -4.926 -0.110
H 0.917 -4.111 -2.067
H 0.119 -2.474 -1.849
H -2.230 -2.461 -1.826
H -2.689 -4.171 -1.199
H -4.556 -3.236 -2.749
H -3.772 -4.728 -3.122
H -3.064 -2.067 -4.383
H -3.994 -3.514 -5.072
H -1.676 -3.253 -5.888
H -2.141 -4.754 -5.423
H -0.527 -2.464 -3.886
H 0.128 -4.057 -4.284
H -1.368 -5.871 -1.693
H -0.224 -6.007 -3.065
H -2.023 -5.721 -3.334
C 7.999 -2.375 -1.623
C 7.189 -2.128 -0.232
C 7.592 -0.795 0.226
N 6.876 -0.269 1.453
C 7.178 1.184 1.560
C 6.483 2.031 0.539
C 4.973 1.747 0.654
C 4.683 0.244 0.356
C 5.373 -0.556 1.418
C 7.458 -0.856 2.668
H 8.011 -3.393 -1.954
H 9.034 -1.979 -1.529
H 7.529 -1.679 -2.318
H 7.360 -2.875 0.550
H 6.100 -2.207 -0.411
H 7.423 -0.066 -0.547
H 8.648 -0.715 0.382
H 8.259 1.216 1.579
H 6.792 1.400 2.570
H 6.858 1.899 -0.481
H 6.657 3.092 0.827
H 4.394 2.427 -0.004
H 4.639 1.994 1.712
H 4.966 -0.145 -0.637
H 3.636 0.053 0.465
H 5.257 -1.653 1.353
H 4.992 -0.390 2.428
H 8.507 -0.771 2.885
H 7.151 -1.928 2.653
H 6.959 -0.464 3.506
C -3.023 6.401 -2.736
C -3.215 5.005 -2.163
C -2.099 4.157 -2.729
N -1.871 2.798 -1.999
C -0.818 1.986 -2.755
C 0.498 2.713 -2.872
C 0.955 2.992 -1.455
C -0.041 3.640 -0.541
C -1.442 2.995 -0.628
C -3.120 2.001 -2.065
H -3.042 6.454 -3.809
H -2.030 6.827 -2.460
H -3.802 6.964 -2.281
H -4.161 4.503 -2.327
H -3.162 5.124 -1.083
H -1.141 4.616 -2.775
H -2.362 3.810 -3.696
H -1.287 1.822 -3.683
H -0.731 1.098 -2.203
H 0.435 3.639 -3.409
H 1.119 1.995 -3.369
H 1.891 3.575 -1.440
H 1.187 2.068 -0.975
H -0.073 4.677 -0.840
H 0.211 3.673 0.486
H -2.068 3.775 -0.135
H -1.372 2.063 -0.056
H -2.891 1.021 -1.546
H -3.377 1.874 -3.124
H -3.962 2.492 -1.570
C -6.333 1.675 1.879
C -5.118 0.793 1.975
C -4.821 0.494 3.427
N -3.598 -0.212 3.675
C -2.287 0.563 3.372
C -2.188 1.798 4.261
C -2.253 1.525 5.775
C -3.496 0.725 6.104
C -3.530 -0.551 5.188
C -3.642 -1.472 2.929
H -6.406 2.221 0.944
H -6.336 2.459 2.648
H -7.264 1.076 1.952
H -4.219 1.209 1.536
H -5.231 -0.174 1.428
H -5.646 -0.052 3.916
H -4.754 1.385 4.038
H -2.304 0.840 2.332
H -1.439 -0.091 3.437
H -2.898 2.505 3.926
H -1.198 2.257 4.060
H -2.156 2.455 6.394
H -1.422 0.870 6.044
H -4.348 1.394 6.063
H -3.462 0.315 7.155
H -4.285 -1.272 5.406
H -2.597 -1.062 5.400
H -2.971 -2.181 3.386
H -3.295 -1.346 1.914
H -4.702 -1.850 2.905
Cl -1.771 -0.633 -0.262
*
```

> Among the records above, which one has the highest HOMO?

C36H80BrFN18O38S